The following is a quantum chemistry calculation of a molecular structure, C31H55MoO5SSi at a distorted geometry, from the Open Molecules 2025 dataset.

The geometry in XYZ format:
```
94
Properties=species:S:1:pos:R:3:forces:R:3:mulliken_charge:R:1
O 1.2576 -4.7339 -1.5133 1.203 0.303 1.495 -0.618
C 1.7232 -4.9482 -0.1235 -0.927 -0.072 0.102 0.556
C 3.1982 -4.7411 -0.4672 -0.911 0.157 0.019 -1.007
H 1.4552 -5.9552 0.2292 0.013 0.324 -0.098 0.387
H 1.2858 -4.1831 0.5422 0.150 -0.515 -0.214 -0.744
C 2.6567 -4.5630 -1.9025 0.371 -0.133 -0.632 1.451
H 3.8371 -5.5891 -0.2241 0.069 0.183 -0.285 0.366
H 3.5732 -3.8024 -0.0537 0.285 -0.277 -0.015 0.297
C 2.9122 -5.6910 -2.8766 -0.188 0.205 -0.296 -1.556
H 2.6091 -6.6425 -2.4121 0.128 0.329 -0.255 0.388
H 3.9483 -5.7526 -3.1899 0.210 -0.009 -0.063 0.385
H 2.2796 -5.4912 -3.7623 0.304 -0.327 0.321 0.334
C 2.9162 -3.1642 -2.4369 0.051 0.135 -0.067 -1.311
H 2.6845 -2.3875 -1.6783 0.176 -0.474 -0.284 0.013
H 2.3196 -2.9368 -3.3262 0.057 -0.171 0.028 0.336
H 3.9776 -3.0826 -2.7023 -0.190 0.108 0.050 0.466
Mo -0.9194 -0.4942 0.1824 1.042 0.697 0.416 0.090
C 1.0281 -0.1905 1.2527 -0.055 -0.098 0.741 -0.598
C 0.0431 0.0270 2.2677 0.491 -0.315 -0.522 -1.052
C -0.5756 -1.2294 2.5704 0.559 -0.288 -0.649 -1.515
H -0.1675 0.9680 2.7414 -0.051 0.049 0.002 1.136
C 0.0687 -2.2298 1.7907 0.079 0.691 0.207 0.667
C 1.0053 -1.5907 0.9230 -0.109 0.251 0.809 -0.441
H 1.7343 -2.0890 0.2965 -0.303 0.070 -0.067 0.159
H 1.7575 0.5307 0.8977 -0.349 -0.032 -0.022 0.721
H -1.2838 -1.4192 3.3650 -0.120 0.129 -0.206 0.493
H 0.0090 -3.3025 1.9562 -0.515 0.290 -0.419 0.644
C -0.4346 0.7962 -1.5609 0.542 -0.212 -0.775 -0.573
C 0.4948 -0.2878 -1.6967 -0.822 0.615 -0.066 -0.190
C -0.2576 -1.4789 -1.8829 -0.187 0.202 -0.061 -0.198
H 1.5748 -0.2236 -1.7948 -0.191 0.070 0.735 0.547
C -1.6138 -1.1151 -2.1177 0.017 0.831 0.186 0.271
C -1.7519 0.2752 -1.8711 0.497 -0.321 0.162 -0.860
H -2.6661 0.8551 -1.9137 0.166 -0.056 0.068 0.514
H -0.1579 1.8114 -1.2983 -0.207 -0.090 -0.274 0.342
H 0.1419 -2.4898 -1.8753 0.003 0.289 -0.266 0.136
H -2.3770 -1.7690 -2.5052 -0.181 -0.053 0.469 0.478
O -1.8753 -3.0799 -0.2212 -0.813 -0.845 0.410 0.428
C -1.5582 -4.1241 -1.1601 1.474 0.165 -0.215 0.360
C -2.3467 -5.3712 -0.8575 -0.311 -0.384 -0.057 -0.762
H -0.4894 -4.3176 -1.0331 -0.609 0.037 -0.157 -0.485
H -1.6590 -3.7711 -2.1888 -0.376 0.047 0.036 0.371
C -3.1299 -5.0631 0.4165 -0.157 0.072 0.210 -0.678
H -1.6532 -6.1913 -0.6865 -0.043 -0.110 -0.058 0.278
H -3.0103 -5.6768 -1.6666 0.074 0.157 -0.024 0.326
C -2.8727 -3.5901 0.6984 -0.224 0.926 -0.079 -0.421
H -2.7998 -5.7087 1.2301 -0.098 0.139 0.059 0.304
H -4.2034 -5.1953 0.2800 0.114 -0.229 0.048 0.253
H -2.5194 -3.3831 1.7115 -0.096 -0.074 -0.006 0.104
H -3.7679 -2.9893 0.5026 -0.025 -0.127 0.310 0.399
C -1.8726 5.3471 5.1049 0.081 -0.131 0.138 -1.760
C -2.3218 5.2388 3.6511 0.068 -0.083 -0.054 1.723
C -3.6446 4.4791 3.5556 -0.009 0.101 0.093 -1.620
C -2.4296 6.6605 3.1049 -0.262 0.179 -0.152 -1.455
O -1.2888 4.4932 2.9457 -0.447 -0.637 -0.665 0.208
Si -1.2076 3.9357 1.3649 1.354 3.120 0.656 -0.135
S -1.9887 2.0703 1.0713 -0.937 -2.545 -0.687 -0.431
O -1.8913 5.2282 0.5500 -0.018 -0.835 -0.353 0.291
C -1.9425 5.6108 -0.8528 0.036 -0.184 0.456 1.941
C -2.4429 4.4271 -1.6661 -0.178 0.051 -0.260 -1.513
C -2.8950 6.7973 -0.9570 -0.249 0.065 0.023 -1.987
C -0.5677 6.0487 -1.3395 0.205 0.020 -0.236 -1.394
O 0.4037 3.9453 0.9766 0.071 -0.309 0.529 0.061
C 1.4382 4.7667 1.6032 0.017 -0.002 -0.173 1.824
C 2.6042 4.7807 0.6188 0.028 -0.072 -0.045 -1.730
C 0.9826 6.2012 1.8331 -0.052 0.345 0.107 -1.503
C 1.8620 4.1557 2.9385 -0.020 -0.030 0.041 -1.514
H -2.6428 5.8707 5.6869 0.186 -0.132 -0.116 0.447
H -0.9435 5.9283 5.1765 -0.163 -0.193 -0.022 0.333
H -1.7116 4.3585 5.5486 -0.013 0.127 -0.076 0.332
H -4.3936 4.9635 4.1982 0.134 -0.153 -0.205 0.471
H -4.0247 4.4701 2.5257 0.096 -0.013 0.160 0.181
H -3.5026 3.4451 3.8960 -0.062 0.213 -0.086 0.302
H -1.4722 7.1818 3.2323 -0.289 -0.055 -0.069 0.401
H -2.7076 6.6652 2.0461 0.089 0.036 0.327 0.133
H -3.1920 7.2130 3.6749 0.207 -0.164 -0.124 0.538
H -3.3257 3.9838 -1.1951 0.096 0.081 -0.067 0.321
H -2.7069 4.7598 -2.6762 0.046 -0.109 0.095 0.510
H -1.6682 3.6578 -1.7489 -0.060 0.042 0.034 0.163
H -2.5732 7.6275 -0.3148 -0.017 -0.271 -0.071 0.416
H -2.9205 7.1700 -1.9881 0.029 -0.104 0.151 0.438
H -3.9156 6.5137 -0.6794 0.142 0.013 0.037 0.373
H -0.2372 6.9561 -0.8205 -0.073 -0.251 -0.114 0.391
H 0.1740 5.2520 -1.2084 -0.149 0.199 0.049 -0.004
H -0.6219 6.2895 -2.4095 -0.022 -0.056 0.178 0.519
H 2.2742 5.1590 -0.3590 0.111 -0.093 0.276 0.360
H 3.3948 5.4399 1.0008 -0.118 -0.213 -0.144 0.401
H 3.0110 3.7700 0.4889 -0.032 0.166 -0.010 0.307
H 0.1573 6.2439 2.5537 0.330 -0.004 -0.356 0.135
H 1.8265 6.7742 2.2477 -0.226 -0.144 -0.138 0.633
H 0.6810 6.6694 0.8883 0.066 -0.107 0.394 0.081
H 1.0454 4.2148 3.6709 0.210 -0.053 -0.240 0.125
H 2.1557 3.1063 2.8040 -0.010 0.162 0.041 0.230
H 2.7233 4.7183 3.3295 -0.216 -0.231 -0.074 0.465
```
Forces are in eV/Å.

Calculated values
E_LUMO (spin up / spin down)	-4.219 / -4.274	eV
charge	+1
multiplicity	3
highest occupied orbital energy (spin up / spin down)	-10.919 / -10.947	eV
E	-63841.2021	eV
frontier orbital gap (spin up / spin down)	6.701 / 6.673	eV
energy above the lowest of the compared OMol25 structures with the same formula, charge and spin	0.0	kJ/mol